Below is C22H39Cl2IrN4O3S as an isolated structure in a non-equilibrium geometry, with properties calculated with ωB97M-V/def2-TZVPD.

For the calculated total energy, the calculation gives -74264.2907 eV. The value obtained for the relative energy (zero: lowest compared OMol25 entry of this formula, charge and spin) is 0.0 kJ/mol. As for the spin multiplicity: 5. The HOMO energy (alpha / beta) comes out at -4.6790 / -7.2758 eV. For the LUMO energy (alpha / beta), the calculation gives 0.018 / -0.004 hartree.

CARTESIAN COORDINATES (ANGSTROEM)
O 2.7360 1.1399 -0.8585
C 2.0827 1.5435 -1.8311
C 1.5360 2.8854 -1.9507
C 1.1489 3.5802 -0.8099
H 0.9690 3.0014 0.1141
C 1.0685 4.9686 -0.7879
H 0.8012 5.4742 0.1187
C 1.3894 5.6930 -1.9420
H 1.3625 6.8030 -1.9423
C 1.7579 5.0000 -3.1100
H 2.0341 5.5655 -4.0218
C 1.8178 3.5952 -3.1059
H 2.1443 3.0487 -4.0110
H 2.0430 0.9624 -2.8032
C 0.3308 -0.5628 -3.2352
C -0.2592 0.3379 -2.2624
H 0.3451 -0.1403 -4.2160
H -0.3240 -1.4123 -3.3244
H 1.3409 -0.9173 -3.0821
C -1.0086 1.4369 -2.5553
C -2.1096 1.2559 -3.5294
H -0.8344 2.4440 -2.2195
H -2.0645 1.9148 -4.3953
H -3.0728 1.4826 -3.0753
H -2.1197 0.2289 -3.8916
Ir -0.6561 -0.1346 -0.5054
Cl -1.6746 1.7443 0.1199
Cl -2.2003 -1.4749 -1.4175
C -2.5783 -1.1281 1.6156
O -1.3171 -1.2287 1.4444
N -3.3788 -2.0332 2.1786
C -2.9013 -3.3303 2.5691
C -4.7815 -1.7084 2.4804
H -3.0828 -0.2119 1.2077
H -1.9468 -3.5572 2.0803
H -3.6439 -4.0976 2.2910
H -2.7878 -3.3928 3.6688
H -5.0071 -0.7024 2.0998
H -4.9488 -1.7413 3.5578
H -5.4520 -2.4333 2.0174
H 1.4861 -4.7998 -0.6872
H 4.3097 -3.9293 -0.5706
C 1.6253 -4.0952 -1.5248
C 3.9259 -3.2027 -1.2946
N 2.4959 -3.0094 -1.1331
H 0.6488 -3.7223 -1.8592
C 1.9809 -1.9897 -0.4323
O 0.7235 -1.9104 -0.2446
H 4.4570 -2.2447 -1.1596
H 2.6881 -1.2262 -0.0392
H 2.1161 -4.6418 -2.3379
H 4.1297 -3.5923 -2.2879
C -0.7610 -1.9338 5.6856
C 0.4509 -1.3351 5.0090
N 0.1601 -0.7724 3.6787
C 0.5979 0.4214 3.2180
S 1.0890 0.6360 1.5848
N 0.7341 1.4111 4.1414
C -0.2514 1.6800 5.2384
C 0.5092 2.2140 6.4352
H -1.5965 -1.2363 5.7924
H -0.4492 -2.2515 6.6889
H -1.1308 -2.8531 5.1693
H 0.8415 -0.5062 5.6112
H 1.2201 -2.0873 4.9122
H -0.1922 -1.3922 2.9400
H 1.1379 2.2691 3.7637
H -0.9668 2.4382 4.8674
H -0.8201 0.7789 5.4546
H 0.9581 3.1736 6.1783
H -0.1352 2.3485 7.2867
H 1.3191 1.5175 6.7074